1.
The following is a DFT calculation (ωB97M-V/def2-TZVPD) of a molecular structure, C6H12O.

```
19
Properties=species:S:1:pos:R:3:forces:R:3
O 2.173 0.746 -1.353 -0.8 1.2 0.5
C 0.138 -1.620 -0.421 0.8 -0.2 -1.3
C -0.436 -1.431 -1.619 -0.4 -0.6 -2.7
C 0.056 -0.927 0.758 0.2 0.1 2.2
C -0.798 0.127 1.308 -0.7 -0.3 0.7
C -1.370 1.162 0.314 1.2 0.7 -4.9
C -0.110 1.333 1.743 -4.7 -1.3 3.7
H -2.335 0.748 -0.046 0.6 0.4 -0.1
H 2.484 0.109 -1.965 0.8 -1.2 -0.8
H -0.269 -2.108 -2.522 0.1 0.9 1.5
H 0.581 1.719 1.098 2.2 1.0 -0.8
H -1.027 -0.568 -1.878 -0.6 0.0 0.2
H 0.608 -1.415 1.537 0.6 0.4 0.5
H 1.275 0.871 -1.689 0.1 0.0 0.3
H 0.985 -2.306 -0.455 -0.5 -0.5 0.4
H -1.489 2.243 0.463 -0.5 -0.2 0.6
H -1.755 -0.235 1.818 1.4 0.7 0.0
H -0.781 1.923 2.519 2.5 -0.8 -1.2
H -0.537 1.186 -0.547 -2.4 -0.3 1.4
```
Positions in Å, forces in eV/Å.

For the energy relative to the best compared isomer or geometry (same formula, charge and spin), the calculation gives 735.2 kJ/mol. Its multiplicity is 1. The value obtained for the total energy is -8456.73420 eV. The calculation puts the HOMO-LUMO gap at 4.9 eV. For the maximum force, the calculation gives 6.15 eV/Å. The value obtained for the LUMO energy is -0.94 eV.

Atomic partial charges in e from the natural (NBO) method, atoms 1 to 6: atom 1 (O): -0.930, atom 2 (C): -0.211, atom 3 (C): -0.562, atom 4 (C): -0.401, atom 5 (C): -0.276, atom 6 (C): -0.611

=====

2.
The following is a DFT calculation (ωB97M-V/def2-TZVPD) of a single C6H12O molecule.

```
19
Properties=species:S:1:pos:R:3:forces:R:3
O 1.831 -2.211 -0.027 -0.4 -0.1 0.2
C 1.763 -0.842 -0.290 0.1 0.4 0.0
C -1.243 1.614 0.361 -0.2 0.1 0.2
C 0.630 0.107 0.001 0.0 0.1 -0.1
C -0.853 0.119 0.312 0.2 -0.1 -0.1
C 1.847 0.091 0.894 0.1 0.2 -0.1
C -1.655 -0.573 -0.802 0.0 0.0 0.1
H 2.504 0.953 0.861 0.1 -0.1 0.0
H -2.283 1.709 0.683 0.0 0.1 0.1
H 1.029 -2.649 -0.328 0.1 0.1 -0.1
H 1.843 -0.416 1.859 -0.4 0.1 -0.3
H -1.489 -1.654 -0.849 0.0 0.1 0.1
H -1.169 2.119 -0.620 0.0 -0.5 0.2
H -0.610 2.196 1.046 -0.2 -0.3 0.0
H -2.724 -0.396 -0.652 0.0 -0.1 0.0
H 2.323 -0.525 -1.172 0.0 -0.4 0.1
H -1.394 -0.163 -1.789 0.0 0.0 0.3
H 0.678 0.887 -0.730 0.7 0.5 -0.5
H -1.049 -0.331 1.290 -0.2 -0.1 -0.1
```
Positions in Å, forces in eV/Å.

For the energy relative to the best compared isomer or geometry (same formula, charge and spin), the calculation gives 163.4 kJ/mol. Its multiplicity is 1. The value obtained for the total energy is -8462.66046 eV. The calculation puts the HOMO-LUMO gap at 10.7 eV. For the maximum force, the calculation gives 0.97 eV/Å. The value obtained for the LUMO energy is 0.91 eV.

Atomic partial charges in e from the natural (NBO) method, atoms 1 to 6: atom 1 (O): -0.704, atom 2 (C): 0.093, atom 3 (C): -0.602, atom 4 (C): -0.250, atom 5 (C): -0.218, atom 6 (C): -0.436

=====

> The lowest energy relative to the best compared isomer or geometry (same formula, charge and spin) belongs to which entry?

number 2

=====

Please write out number 1 again, unchanged.
The following is a DFT calculation (ωB97M-V/def2-TZVPD) of a molecular structure, C6H12O.

```
19
Properties=species:S:1:pos:R:3:forces:R:3
O 2.173 0.746 -1.353 -0.8 1.2 0.5
C 0.138 -1.620 -0.421 0.8 -0.2 -1.3
C -0.436 -1.431 -1.619 -0.4 -0.6 -2.7
C 0.056 -0.927 0.758 0.2 0.1 2.2
C -0.798 0.127 1.308 -0.7 -0.3 0.7
C -1.370 1.162 0.314 1.2 0.7 -4.9
C -0.110 1.333 1.743 -4.7 -1.3 3.7
H -2.335 0.748 -0.046 0.6 0.4 -0.1
H 2.484 0.109 -1.965 0.8 -1.2 -0.8
H -0.269 -2.108 -2.522 0.1 0.9 1.5
H 0.581 1.719 1.098 2.2 1.0 -0.8
H -1.027 -0.568 -1.878 -0.6 0.0 0.2
H 0.608 -1.415 1.537 0.6 0.4 0.5
H 1.275 0.871 -1.689 0.1 0.0 0.3
H 0.985 -2.306 -0.455 -0.5 -0.5 0.4
H -1.489 2.243 0.463 -0.5 -0.2 0.6
H -1.755 -0.235 1.818 1.4 0.7 0.0
H -0.781 1.923 2.519 2.5 -0.8 -1.2
H -0.537 1.186 -0.547 -2.4 -0.3 1.4
```
Positions in Å, forces in eV/Å.

For the energy relative to the best compared isomer or geometry (same formula, charge and spin), the calculation gives 735.2 kJ/mol. Its multiplicity is 1. The value obtained for the total energy is -8456.73420 eV. The calculation puts the HOMO-LUMO gap at 4.9 eV. For the maximum force, the calculation gives 6.15 eV/Å. The value obtained for the LUMO energy is -0.94 eV.

Atomic partial charges in e from the natural (NBO) method, atoms 1 to 6: atom 1 (O): -0.930, atom 2 (C): -0.211, atom 3 (C): -0.562, atom 4 (C): -0.401, atom 5 (C): -0.276, atom 6 (C): -0.611

=====

> maximum force of number 2 (C6H12O)?

0.97 eV/Å